A cluster of 2 separate species, C4H10N4 in total at a distorted geometry, computed with ωB97M-V/def2-TZVPD.

Values from the calculation:
frontier orbital gap	0.3186	Eh
net charge	0
maximum force	0.0769	hartree/bohr
SMILES	[H]/N=C/N(C)C.N=C=N
electronic energy	-10267.7851	eV

Element x y z (Å)
H1 -1.41642 -2.26614 -0.96536
N1 -0.72210 -1.96510 -0.36039
C1 -0.11864 -0.86332 -0.71192
N2 0.72228 -0.20574 0.16581
C2 1.28982 1.03104 -0.21872
C3 0.77986 -0.64079 1.53938
H2 -0.12461 -0.53001 -1.79158
H3 1.29096 1.73284 0.60745
H4 2.40500 1.04588 -0.53444
H5 0.72068 1.21806 -1.06333
H6 0.16599 -1.55634 1.45080
H7 1.72666 -0.91458 1.98586
H8 0.26070 0.05431 2.27909
N3 -3.62539 0.94906 0.56863
C4 -2.64401 0.78385 -0.16565
N4 -1.69107 0.94047 -0.94222
H9 -4.40820 0.55458 0.20274
H10 -1.45076 1.81324 -1.47956

Atom charges from the Mulliken analysis, given in e for atoms 1 to 6: H 0.196; N -0.781; C 0.096; N 0.045; C -0.863; C -0.975